Record 1
51
Properties=species:S:1:pos:R:3 method="wB97M-V/def2-TZVPD" largest_force_ev_per_a=0.74 smiles="COc1cccc([C@@H]2C(C(C)=O)=C(O)C(=O)N2CCc2c[nH]c3ccccc23)c1" e_lumo_ev=0.2 e_above_lowest_kcal_mol=27.9
C 3.02 1.52 2.43
O 2.07 1.62 1.39
C 1.64 0.48 0.79
C 2.07 -0.80 1.12
C 1.56 -1.89 0.43
C 0.64 -1.72 -0.59
C 0.21 -0.45 -0.92
C -0.74 -0.23 -2.08
C 0.06 0.37 -3.22
C 1.15 -0.36 -3.87
C 1.93 0.42 -4.88
O 1.38 -1.53 -3.61
C -0.39 1.62 -3.44
O -0.02 2.57 -4.29
C -1.58 1.87 -2.57
O -2.24 2.89 -2.60
N -1.76 0.76 -1.83
C -2.94 0.55 -1.02
C -2.71 0.70 0.49
C -2.06 -0.47 1.14
C -2.20 -1.80 0.85
N -1.46 -2.56 1.72
C -0.83 -1.73 2.60
C 0.02 -2.02 3.66
C 0.49 -0.96 4.41
C 0.13 0.35 4.11
C -0.70 0.65 3.05
C -1.19 -0.40 2.28
C 0.72 0.65 -0.24
H 3.96 1.09 2.07
H 3.19 2.54 2.77
H 2.63 0.92 3.26
H 2.78 -0.97 1.91
H 1.90 -2.88 0.69
H 0.27 -2.58 -1.13
H -1.19 -1.19 -2.36
H 2.38 1.29 -4.40
H 2.70 -0.20 -5.32
H 1.27 0.80 -5.66
H -0.63 3.32 -4.16
H -3.65 1.32 -1.34
H -3.35 -0.43 -1.25
H -3.68 0.88 0.95
H -2.10 1.59 0.66
H -2.77 -2.28 0.08
H -1.37 -3.56 1.69
H 0.29 -3.04 3.90
H 1.15 -1.15 5.25
H 0.51 1.15 4.73
H -0.97 1.67 2.83
H 0.41 1.65 -0.49

---

Record 2
53
Properties=species:S:1:pos:R:3 method="wB97M-V/def2-TZVPD" largest_force_ev_per_a=1.09 e_lumo_ev=-0.6 e_above_lowest_kcal_mol=0.0
C -6.66 -0.08 1.12
C -5.69 -0.70 0.12
C -4.37 0.00 0.16
C -4.14 1.11 -0.65
C -2.94 1.79 -0.58
C -1.92 1.38 0.29
C -0.68 2.10 0.28
C 0.52 1.76 0.80
S 0.96 0.31 1.69
C 2.67 0.70 1.58
S 3.84 -0.28 2.16
N 2.85 1.90 0.97
C 4.16 2.44 0.66
C 4.46 2.33 -0.84
C 4.38 0.90 -1.35
C 2.93 0.47 -1.49
O 2.05 1.23 -1.85
N 2.72 -0.84 -1.14
C 1.51 -1.49 -0.97
C 0.30 -0.98 -1.46
C -0.89 -1.63 -1.22
C -0.91 -2.81 -0.49
C 0.27 -3.34 -0.01
C 1.49 -2.71 -0.25
C 2.72 -3.31 0.27
O 3.85 -2.96 -0.03
O 2.52 -4.33 1.11
C 1.71 2.58 0.57
O 1.73 3.70 0.11
C -2.17 0.27 1.11
C -3.38 -0.40 1.04
H -6.83 0.97 0.89
H -7.62 -0.59 1.10
H -6.26 -0.14 2.13
H -5.56 -1.76 0.37
H -6.12 -0.64 -0.88
H -4.90 1.44 -1.33
H -2.77 2.65 -1.22
H -0.67 3.03 -0.28
H 4.17 3.49 0.96
H 4.89 1.88 1.25
H 5.46 2.74 -1.00
H 3.74 2.94 -1.39
H 4.93 0.22 -0.70
H 4.82 0.85 -2.35
H 3.52 -1.39 -0.82
H 0.32 -0.05 -2.01
H -1.81 -1.21 -1.60
H -1.85 -3.31 -0.30
H 0.26 -4.26 0.54
H 3.37 -4.66 1.42
H -1.43 -0.06 1.81
H -3.55 -1.25 1.69